This record from the Open Molecules 2025 dataset describes a structure of composition C24H42Cl3N4O3PrSSi at a distorted geometry. The level of theory is the ωB97M-V functional and the def2-TZVPD basis.

Last column: Mulliken charge in e.
Element x y z (Å)
C 2.5121 -2.3919 -3.1062  -1.36
C 1.9281 -1.5555 -4.2015  0.18
H 2.3443 -3.4532 -3.3161  0.39
H 2.0393 -2.1330 -2.1519  0.19
H 3.5973 -2.2324 -3.0068  0.25
C 1.7531 -1.9959 -5.4600  0.24
C 2.0700 -3.3684 -5.9529  -1.51
H 1.4025 -1.3098 -6.2339  0.29
H 1.7349 -4.1611 -5.2728  0.36
H 3.1440 -3.5133 -6.1380  0.30
H 1.5512 -3.5352 -6.9056  0.37
Pr 0.3110 0.0499 3.0153  0.87
Cl 1.9366 1.8559 4.1830  -0.59
Cl 2.1521 -0.5494 1.2253  -0.36
C -0.2094 3.0623 1.6413  0.36
O -0.8462 2.0728 2.1136  -0.70
N -0.7740 4.0264 0.9270  0.28
C -2.2131 4.0523 0.6610  -0.93
C 0.0557 5.0588 0.3131  -0.85
H 0.8760 3.1559 1.8107  0.22
H -2.7571 3.6351 1.5123  0.30
H -2.4618 3.4902 -0.2466  0.21
H -2.4767 5.1007 0.5037  0.41
H 1.0001 5.1273 0.8707  0.32
H -0.4859 6.0055 0.3605  0.33
H 0.2701 4.8145 -0.7393  0.29
H -0.1437 -5.1812 2.9979  0.33
H -0.3973 -3.1195 0.7057  0.22
C -1.2321 -5.0033 3.0101  -0.88
C -1.3559 -3.6067 0.9431  -0.91
N -1.5671 -3.7261 2.3871  0.20
H -1.5712 -5.0278 4.0546  0.28
C -1.7258 -2.6037 3.0855  0.07
O -1.6332 -1.4654 2.5536  -0.63
H -2.1732 -3.0144 0.5001  0.32
H -1.9129 -2.7125 4.1628  0.36
H -1.7352 -5.7955 2.4462  0.34
H -1.3682 -4.6145 0.5262  0.38
O 0.4634 -0.3506 -2.8063  0.02
C 1.4855 -0.1557 -3.7802  0.26
C -0.1587 0.5018 -5.6083  0.05
C 1.0581 0.7302 -4.9529  0.06
H -0.8222 -0.2789 -5.2314  0.76
C -0.4887 1.2379 -6.7475  -1.07
H 2.3364 0.3103 -3.2589  0.34
C 1.9457 1.6980 -5.4475  -0.36
H -1.4547 1.0575 -7.2239  0.40
C 0.4099 2.1721 -7.2655  -0.43
C 1.6246 2.4085 -6.6049  -0.69
H 2.8937 1.8578 -4.9216  0.40
H 0.1697 2.6952 -8.1918  0.37
H 2.3306 3.1439 -7.0019  0.38
Si -0.7309 0.5312 -2.0434  -0.24
Cl 0.9958 -2.3139 4.2806  -0.54
C -2.3764 0.0105 -2.7291  -1.09
C -0.3492 2.3410 -2.2633  -0.77
C -0.6603 0.0284 -0.2622  -0.01
H -2.4724 0.3052 -3.7792  0.35
H -3.1680 0.4977 -2.1415  0.37
H -2.4892 -1.0799 -2.6588  0.30
H -0.5432 -1.0575 -0.1491  -0.40
H -1.4892 0.3822 0.3673  0.53
H 0.2931 0.4783 0.0684  -0.18
H -0.1683 2.5661 -3.3209  0.37
H 0.5660 2.5984 -1.7104  0.24
H -1.1661 2.9824 -1.9167  0.31
C -0.8319 -1.6638 8.2258  -0.81
N -0.1349 -0.4082 8.0410  0.21
C 0.5935 0.2284 9.0178  -0.03
C 1.1068 1.3554 8.4521  -0.68
N 0.6648 1.3849 7.1426  0.22
C -0.1514 0.3144 6.8729  0.04
S -1.2128 0.0151 5.6083  -0.51
H -1.8986 -1.5701 8.0174  0.32
H -0.4222 -2.4297 7.5647  0.29
H -0.6953 -1.9650 9.2639  0.27
H 0.6408 -0.1783 10.0114  0.39
H 1.6839 2.1499 8.8844  0.41
H 0.9841 2.0311 6.4199  0.20

Atoms 1-6, force components in eV/Å:
-0.12 -0.13 0.18
-0.34 0.13 -1.03
0.11 0.14 0.17
0.17 -0.13 -0.11
-0.27 0.01 -0.04
0.27 0.53 0.54

Computed properties:
ΔE to the lowest compared entry with this formula, charge and spin	0.0	kcal/mol
spin multiplicity	3
HOMO-LUMO gap (spin up / spin down)	0.3012 / 0.3012	Eh
DFT total energy	-108030.3813	eV
HOMO level (spin up / spin down)	-0.2837 / -0.2837	hartree
lowest unoccupied orbital energy (spin up / spin down)	0.5 / 0.5	eV
⟨S²⟩	2.002
maximum force	1.94	eV Å⁻¹
net charge	0

---

This record from the Open Molecules 2025 dataset describes a structure of composition C24H42CrN4O3PS3. The level of theory is the ωB97M-V functional and the def2-TZVPD basis.

Last column: Mulliken charge in e.
Element x y z (Å)
Cr -0.0334 1.2907 0.3353  0.02
N 1.1973 1.3547 1.9859  0.28
C 1.1061 2.6442 2.7028  -0.76
C 1.0195 3.7549 1.6660  -0.73
N 0.1067 3.4065 0.5317  0.38
C 0.6674 3.9137 -0.7533  -0.59
C 1.8466 3.0501 -1.1762  -0.73
N 1.4595 1.6218 -1.0665  -0.24
C -1.2790 3.8980 0.7385  -0.76
C -1.9790 3.0910 1.8175  -0.76
N -1.7897 1.6382 1.5349  -0.02
H 1.0568 0.5600 2.6135  0.15
H 2.1461 1.1889 1.6234  -0.07
H 1.9726 2.8054 3.3451  0.55
H 0.2344 2.6126 3.3506  0.31
H 2.0144 3.9032 1.2503  0.39
H 0.7169 4.7035 2.1149  0.31
H 0.9495 4.9660 -0.6633  0.39
H -0.1215 3.8382 -1.5019  0.35
H 2.7220 3.2110 -0.5478  0.39
H 2.1408 3.3064 -2.1936  0.51
H 2.2756 1.0355 -0.8361  -0.03
H 1.0816 1.2700 -1.9435  0.32
H -1.8077 3.7725 -0.2079  0.37
H -1.2860 4.9630 0.9857  0.45
H -3.0376 3.3494 1.8458  0.55
H -1.5775 3.3169 2.8005  0.28
H -2.5557 1.3130 0.9441  -0.09
H -1.8819 1.0895 2.3864  0.33
C 2.6903 -2.9715 -1.7863  -1.25
C 2.9847 -3.6731 -0.4783  0.45
C 4.4595 -3.7832 -0.1637  -1.26
O 2.2949 -3.0432 0.6717  -0.36
P 2.0357 -1.5423 1.0290  1.23
S 0.2996 -1.0045 0.0651  -0.43
S 3.5315 -0.3060 0.7035  -0.53
O 1.5776 -1.5867 2.5438  -0.51
C 2.1939 -2.3478 3.6632  0.47
C 1.6273 -3.7489 3.6787  -1.27
C 3.7047 -2.2964 3.6353  -1.18
H 3.1393 -3.5507 -2.5939  0.50
H 3.1256 -1.9722 -1.8052  0.25
H 1.6185 -2.9040 -1.9695  0.26
H 2.5308 -4.6631 -0.4879  0.27
H 4.9203 -2.7981 -0.1043  0.23
H 4.9543 -4.3496 -0.9536  0.48
H 4.6168 -4.3105 0.7765  0.33
H 1.8263 -1.7945 4.5274  0.35
H 1.9947 -4.3306 2.8353  0.18
H 0.5383 -3.7286 3.6491  0.35
H 1.9347 -4.2438 4.6004  0.47
H 4.1071 -2.8262 2.7722  0.16
H 4.0798 -2.7869 4.5342  0.48
H 4.0758 -1.2735 3.6221  0.33
O -1.2055 1.2914 -1.2843  0.21
S -2.5536 1.2709 -2.0281  -0.17
C -2.2763 0.2167 -3.4109  0.82
C -1.8567 -1.1055 -3.2949  0.06
C -1.6383 -1.8319 -4.4501  -0.87
C -1.8435 -1.2463 -5.6974  -0.47
C -2.2617 0.0708 -5.8007  -0.73
C -2.4787 0.8154 -4.6497  -0.56
C -3.6637 0.3499 -0.9999  0.62
C -4.9895 0.7677 -1.0311  -0.55
C -5.9283 0.0845 -0.2707  -0.72
C -5.5323 -0.9833 0.5215  -0.57
C -4.1980 -1.3779 0.5613  -1.01
C -3.2518 -0.7164 -0.2037  0.18
H -1.6972 -1.5620 -2.3271  0.36
H -1.3156 -2.8620 -4.3825  0.45
H -1.6787 -1.8284 -6.5944  0.43
H -2.4223 0.5191 -6.7714  0.42
H -2.8106 1.8445 -4.7139  0.42
H -5.2872 1.6061 -1.6497  0.48
H -6.9649 0.3912 -0.2952  0.44
H -6.2655 -1.5124 1.1153  0.44
H -3.8963 -2.2125 1.1807  0.50
H -2.2106 -1.0225 -0.1707  0.22

Atoms 1-6, force components in eV/Å:
0.12 0.18 -0.15
-0.18 0.26 0.13
-0.10 -0.06 -0.06
-0.03 -0.04 -0.02
-0.06 0.05 -0.02
-0.01 -0.07 0.01

Computed properties:
ΔE to the lowest compared entry with this formula, charge and spin	4.3	kcal/mol
spin multiplicity	4
HOMO-LUMO gap (spin up / spin down)	0.2983 / 0.3125	Eh
DFT total energy	-107881.1010	eV
HOMO level (spin up / spin down)	-0.4982 / -0.5029	hartree
lowest unoccupied orbital energy (spin up / spin down)	-5.4 / -5.2	eV
⟨S²⟩	3.787
maximum force	0.36	eV Å⁻¹
net charge	+2